--- i ---
Density functional theory data (the ωB97M-V functional and the def2-TZVPD basis) for a cluster of 15 separate species, C60H165N15O15 in total.

Cartesian coordinates (Å):
1 C 5.3291 -3.7183 -1.8131
2 C 5.1027 -3.5925 -0.2914
3 C 6.3455 -3.9293 0.5822
4 O 7.4839 -3.1628 0.2285
5 C 8.6402 -3.6174 0.8744
6 N 4.5520 -2.2939 0.0475
7 H 4.4204 -3.4005 -2.3294
8 H 5.5697 -4.7454 -2.1186
9 H 6.1517 -3.0676 -2.1542
10 H 4.3433 -4.3403 -0.0069
11 H 6.5905 -5.0050 0.4383
12 H 6.1184 -3.7633 1.6524
13 H 8.8726 -4.6573 0.5978
14 H 8.5345 -3.5528 1.9763
15 H 9.4539 -2.9667 0.5488
16 H 5.2687 -1.5733 -0.0132
17 H 4.2849 -2.3584 1.0359
18 C -5.6484 2.0786 1.1133
19 C -5.3965 3.4683 0.5965
20 C -6.5753 4.0613 -0.1601
21 O -6.8736 3.2514 -1.3176
22 C -8.0729 3.6437 -1.9656
23 N -5.0292 4.3134 1.7074
24 H -5.9128 1.4303 0.2748
25 H -6.4994 2.0548 1.8066
26 H -4.7642 1.6754 1.6243
27 H -4.5372 3.4569 -0.0993
28 H -6.3022 5.0861 -0.4983
29 H -7.4610 4.1552 0.5026
30 H -8.2400 2.9908 -2.8228
31 H -8.0007 4.6897 -2.3212
32 H -8.9343 3.5577 -1.2886
33 H -5.7219 4.2356 2.4467
34 H -5.0221 5.2972 1.4320
35 C -5.0732 -1.4939 -0.7774
36 C -5.6273 -0.4615 -1.7323
37 C -5.4761 -0.7917 -3.2462
38 O -6.0212 0.2584 -4.0377
39 C -6.0267 0.0813 -5.4371
40 N -7.0404 -0.3213 -1.4372
41 H -5.2602 -1.1877 0.2537
42 H -4.0067 -1.6284 -0.9243
43 H -5.5635 -2.4679 -0.9540
44 H -5.1284 0.5119 -1.5458
45 H -6.0026 -1.7500 -3.4756
46 H -4.4114 -0.9441 -3.5133
47 H -5.0100 0.2020 -5.8549
48 H -6.6763 0.8389 -5.8706
49 H -6.3987 -0.9250 -5.6962
50 H -7.4862 -1.1950 -1.7347
51 H -7.4074 0.3873 -2.0975
52 C 0.9446 3.8079 -6.6749
53 C 1.0555 2.4107 -6.0881
54 C 0.1290 2.3113 -4.8852
55 O 0.1540 3.3433 -3.9048
56 C 1.2582 3.4232 -3.0280
57 N 0.6372 1.3639 -7.0148
58 H 1.4338 4.4842 -5.9654
59 H -0.1000 4.1223 -6.7507
60 H 1.4374 3.9173 -7.6458
61 H 2.1054 2.2691 -5.7431
62 H 0.2497 1.3029 -4.4233
63 H -0.8913 2.3685 -5.2917
64 H 2.0933 3.9925 -3.4696
65 H 1.6106 2.4208 -2.7347
66 H 0.9242 3.9636 -2.1338
67 H 0.6918 0.4392 -6.5940
68 H 1.2151 1.3931 -7.8454
69 C -4.7546 -4.8671 1.7014
70 C -4.6310 -4.1482 3.0549
71 C -4.1205 -2.7499 2.8710
72 O -2.7978 -2.7420 2.3914
73 C -2.4690 -1.7415 1.4497
74 N -5.9264 -4.0062 3.7277
75 H -4.8250 -5.9461 1.8232
76 H -3.8652 -4.6665 1.0980
77 H -5.6344 -4.5264 1.1377
78 H -3.9279 -4.7084 3.7038
79 H -4.1837 -2.1852 3.8222
80 H -4.7996 -2.2514 2.1436
81 H -2.9177 -0.7739 1.6820
82 H -2.7605 -2.0263 0.4207
83 H -1.3779 -1.6142 1.4850
84 H -6.0795 -3.0250 3.9516
85 H -6.6653 -4.2516 3.0731
86 C 0.2079 4.7778 1.9635
87 C -1.3038 5.0238 1.8925
88 C -1.8071 5.7660 0.6531
89 O -1.3901 7.0974 0.7699
90 C -1.7496 7.9643 -0.2824
91 N -1.9432 3.7276 1.8961
92 H 0.7271 5.7428 1.8405
93 H 0.5589 4.0992 1.1663
94 H 0.5073 4.3767 2.9372
95 H -1.5960 5.5895 2.7938
96 H -2.9129 5.6736 0.5619
97 H -1.3497 5.2966 -0.2528
98 H -1.4221 7.5616 -1.2591
99 H -1.2345 8.9084 -0.0780
100 H -2.8395 8.1447 -0.3230
101 H -2.9577 3.8654 1.9421
102 H -1.6940 3.2683 0.9999
103 C 8.4507 0.0931 -1.5711
104 C 7.3840 0.6357 -0.6111
105 C 5.9764 0.9005 -1.2867
106 O 5.1626 1.7437 -0.4750
107 C 3.8705 2.0349 -0.9732
108 N 7.2566 -0.3091 0.4903
109 H 9.3046 -0.2847 -0.9973
110 H 8.8112 0.8550 -2.2693
111 H 8.0535 -0.7449 -2.1570
112 H 7.7321 1.5869 -0.1873
113 H 5.4666 -0.0655 -1.4491
114 H 6.1250 1.3819 -2.2778
115 H 3.9415 2.4122 -2.0061
116 H 3.4524 2.8255 -0.3468
117 H 3.1999 1.1627 -0.9794
118 H 7.3599 -1.2680 0.1585
119 H 8.0220 -0.1629 1.1418
120 C -1.2064 0.3247 3.4832
121 C -1.5117 1.0580 4.8008
122 C -0.7036 0.4922 6.0368
123 O -0.7226 -0.9428 6.2117
124 C -1.9876 -1.6314 6.1515
125 N -1.3373 2.4936 4.5660
126 H -0.1328 0.4702 3.2543
127 H -1.7635 0.7561 2.6479
128 H -1.3924 -0.7508 3.5257
129 H -2.5788 0.9138 5.0568
130 H -1.0210 0.9892 6.9775
131 H 0.3729 0.7107 5.8585
132 H -2.6463 -1.4255 7.0126
133 H -1.7195 -2.6860 6.1408
134 H -2.5104 -1.4060 5.2207
135 H -0.3271 2.6810 4.4939
136 H -1.7158 2.7549 3.6280
137 C 3.2053 -0.6574 -4.1071
138 C 2.3776 -1.9360 -4.2054
139 C 1.7061 -2.2832 -2.8711
140 O 0.8476 -3.4663 -2.8469
141 C 0.1999 -3.6048 -1.5954
142 N 1.3935 -1.6861 -5.2463
143 H 4.0811 -0.7722 -3.4583
144 H 2.5834 0.1627 -3.7400
145 H 3.5658 -0.3934 -5.1060
146 H 3.0750 -2.7620 -4.4667
147 H 1.1078 -1.4257 -2.5276
148 H 2.4885 -2.4471 -2.1164
149 H 0.9206 -3.6853 -0.7649
150 H -0.3742 -4.5322 -1.6597
151 H -0.4724 -2.7484 -1.3997
152 H 0.6109 -2.3437 -5.2295
153 H 1.8328 -1.8422 -6.1550
154 C -2.7199 -2.6191 -6.0727
155 C -2.0478 -3.2577 -4.8362
156 C -2.8229 -4.3923 -4.1010
157 O -4.1176 -4.0008 -3.6747
158 C -4.7296 -4.9028 -2.7815
159 N -0.6631 -3.6160 -5.1200
160 H -3.8095 -2.6384 -5.9227
161 H -2.4948 -3.0978 -7.0315
162 H -2.4144 -1.5723 -6.1411
163 H -1.9946 -2.4374 -4.1030
164 H -2.2333 -4.7035 -3.2181
165 H -2.9045 -5.2739 -4.7734
166 H -5.7115 -4.4908 -2.5502
167 H -4.1469 -4.9718 -1.8423
168 H -4.8525 -5.9199 -3.2122
169 H -0.5836 -4.6012 -5.3947
170 H -0.1509 -3.5319 -4.2360
171 C 0.9305 -4.2275 2.5986
172 C 0.3694 -3.5354 3.8737
173 C 0.6651 -4.3107 5.1792
174 O 0.4088 -5.6885 5.1232
175 C -0.9424 -6.0370 4.9442
176 N 1.0156 -2.2371 4.0208
177 H 0.6633 -3.6506 1.6949
178 H 0.5299 -5.2387 2.5153
179 H 2.0227 -4.2861 2.6245
180 H -0.7337 -3.4295 3.7582
181 H 0.1308 -3.8481 6.0398
182 H 1.7390 -4.2163 5.3871
183 H -1.0382 -7.0837 5.2045
184 H -1.2680 -5.8822 3.8977
185 H -1.6014 -5.4504 5.6059
186 H 0.7353 -1.7842 4.8947
187 H 0.6916 -1.6015 3.3053
188 C 4.8899 -3.8829 4.7846
189 C 4.8541 -2.4079 4.4018
190 C 6.2566 -1.8272 4.2294
191 O 6.9227 -1.5453 5.4622
192 C 8.1046 -0.8490 5.1413
193 N 4.0525 -2.2661 3.1781
194 H 5.4249 -4.0388 5.7243
195 H 5.3825 -4.4516 3.9916
196 H 3.8720 -4.2707 4.8892
197 H 4.3863 -1.8304 5.2314
198 H 6.2047 -0.8982 3.6334
199 H 6.8880 -2.5438 3.6519
200 H 8.5656 -1.2502 4.2180
201 H 8.8135 -0.9549 5.9594
202 H 7.9001 0.2226 4.9699
203 H 4.2364 -1.3427 2.7610
204 H 3.0565 -2.2469 3.4495
205 C 5.4698 2.9530 3.2516
206 C 4.7923 1.5795 3.3668
207 C 3.3388 1.7058 3.8629
208 O 3.2535 2.4769 5.0444
209 C 4.0789 2.0237 6.1145
210 N 4.6661 0.8941 2.0899
211 H 4.9942 3.5912 2.4971
212 H 6.5260 2.8405 2.9914
213 H 5.4143 3.4897 4.1973
214 H 5.3751 0.9634 4.0635
215 H 2.8726 0.7068 4.0198
216 H 2.7630 2.2500 3.0823
217 H 3.9068 0.9629 6.3557
218 H 3.8047 2.6367 6.9701
219 H 5.1512 2.1728 5.9140
220 H 4.3775 1.5933 1.4172
221 H 5.5715 0.5678 1.7337
222 C -1.6032 0.1840 -1.8888
223 C -1.4441 0.9325 -0.5429
224 C -0.0641 0.8169 0.1067
225 O 0.3736 -0.5504 0.1098
226 C 1.5818 -0.8087 0.8093
227 N -1.6907 2.3657 -0.7523
228 H -2.6601 0.0452 -2.1432
229 H -1.1325 -0.8042 -1.8491
230 H -1.1523 0.7543 -2.7162
231 H -2.2069 0.5643 0.1603
232 H -0.0725 1.2684 1.1171
233 H 0.6350 1.4125 -0.5224
234 H 2.3944 -0.1583 0.4532
235 H 1.8883 -1.8273 0.5892
236 H 1.4943 -0.6564 1.8936
237 H -2.5533 2.4098 -1.3460
238 H -0.9351 2.6924 -1.3786
239 C -4.8988 4.0487 -4.7125
240 C -3.8283 3.7595 -3.6477
241 C -3.6159 4.8676 -2.5818
242 O -3.1479 6.0979 -3.0657
243 C -1.8462 5.9274 -3.6160
244 N -4.1243 2.5325 -2.9361
245 H -5.7875 4.5360 -4.2991
246 H -5.2122 3.1238 -5.2178
247 H -4.4968 4.7191 -5.4834
248 H -2.8726 3.5974 -4.1705
249 H -2.9344 4.4821 -1.7962
250 H -4.5901 5.0828 -2.1172
251 H -1.4076 6.9158 -3.7402
252 H -1.8903 5.4209 -4.5828
253 H -1.2138 5.3098 -2.9554
254 H -4.9968 2.6591 -2.4098
255 H -4.3599 1.8117 -3.6167

HOMO-LUMO gap   0.322 hartree
Net charge   0

--- ii ---
Density functional theory data (the ωB97M-V functional and the def2-TZVPD basis) for a cluster of 15 separate species, C60H165N15O15 in total.

Cartesian coordinates (Å):
1 C -10.8842 -25.4118 -7.2015
2 C -10.8095 -23.8792 -7.2832
3 C -10.0083 -23.1744 -6.2195
4 O -10.6986 -23.3079 -4.9707
5 C -10.0124 -22.8996 -3.8303
6 N -10.3950 -23.4997 -8.6346
7 H -11.4577 -25.7046 -6.3190
8 H -9.9254 -25.9187 -7.3329
9 H -11.5005 -25.7778 -8.0269
10 H -11.8793 -23.6468 -7.2582
11 H -9.8342 -22.1010 -6.3866
12 H -8.9579 -23.4964 -6.1448
13 H -9.1932 -23.5552 -3.5154
14 H -10.7197 -22.9827 -2.9931
15 H -9.7578 -21.8358 -3.7376
16 H -10.6333 -22.5438 -8.8846
17 H -9.3832 -23.5851 -8.7171
18 C -10.4403 -20.6451 -0.1200
19 C -9.1937 -20.5797 -0.9969
20 C -8.3727 -19.3351 -0.6615
21 O -8.9506 -18.0840 -0.9327
22 C -9.4117 -17.9626 -2.2558
23 N -8.3974 -21.7966 -0.7750
24 H -10.1627 -20.7314 0.9338
25 H -11.0908 -21.5051 -0.3056
26 H -11.0815 -19.7699 -0.2637
27 H -9.4997 -20.5728 -2.0444
28 H -7.4348 -19.4558 -1.2220
29 H -8.1020 -19.3868 0.3944
30 H -9.7440 -16.9716 -2.5674
31 H -10.3285 -18.5445 -2.3833
32 H -8.6506 -18.2536 -2.9897
33 H -8.9481 -22.6333 -0.9284
34 H -8.1295 -21.8514 0.2042
35 C -5.9651 -24.5718 -4.7744
36 C -4.5701 -24.9780 -4.2544
37 C -3.7885 -25.7390 -5.3076
38 O -3.9982 -27.1355 -5.1610
39 C -3.4762 -27.8783 -6.2466
40 N -3.8017 -23.7849 -3.8591
41 H -6.6468 -25.4050 -4.9401
42 H -5.8551 -24.1365 -5.7729
43 H -6.3880 -23.8141 -4.1128
44 H -4.7218 -25.5337 -3.3223
45 H -2.7058 -25.5665 -5.2478
46 H -4.0623 -25.4173 -6.3210
47 H -2.3851 -27.7734 -6.3177
48 H -3.8827 -27.5363 -7.2009
49 H -3.5907 -28.9484 -6.0904
50 H -2.9701 -24.0697 -3.3508
51 H -4.3458 -23.2908 -3.1556
52 C -10.4042 -26.3464 -2.9040
53 C -9.9461 -27.6545 -3.5116
54 C -8.8281 -27.4040 -4.4875
55 O -8.3063 -28.5638 -5.0587
56 C -7.3349 -28.2375 -6.0173
57 N -9.5419 -28.6297 -2.4851
58 H -10.5633 -25.5989 -3.6860
59 H -9.6921 -25.9788 -2.1603
60 H -11.3525 -26.3680 -2.3619
61 H -10.7142 -28.1619 -4.1178
62 H -8.0715 -26.8214 -3.9334
63 H -9.2080 -26.7022 -5.2425
64 H -7.0033 -29.1413 -6.5298
65 H -6.4698 -27.7154 -5.5996
66 H -7.7346 -27.6441 -6.8487
67 H -9.2863 -29.4587 -3.0250
68 H -10.3186 -29.0146 -1.9540
69 C -17.3566 -19.5295 -4.5077
70 C -16.0853 -20.3715 -4.7189
71 C -15.5324 -20.8839 -3.3832
72 O -14.4280 -21.7198 -3.6483
73 C -13.8254 -22.1872 -2.4483
74 N -16.4071 -21.4363 -5.6808
75 H -17.1529 -18.6257 -3.9290
76 H -18.1483 -20.1060 -4.0226
77 H -17.7652 -19.2153 -5.4671
78 H -15.3659 -19.6916 -5.1810
79 H -16.3357 -21.4391 -2.8772
80 H -15.4026 -20.0224 -2.7138
81 H -14.4597 -22.8203 -1.8262
82 H -13.3755 -21.3582 -1.8933
83 H -13.0023 -22.8031 -2.8230
84 H -16.9180 -22.1790 -5.2069
85 H -15.4887 -21.8676 -5.8027
86 C -10.6084 -18.9078 -5.8824
87 C -11.7202 -19.2672 -4.9191
88 C -12.7057 -18.1303 -4.6685
89 O -11.9973 -17.1081 -3.9861
90 C -12.8656 -16.0912 -3.5322
91 N -12.3801 -20.4573 -5.3969
92 H -10.9015 -18.8831 -6.9332
93 H -9.7980 -19.6426 -5.8449
94 H -10.1536 -17.9411 -5.6563
95 H -11.2697 -19.4665 -3.9346
96 H -13.5726 -18.4486 -4.0825
97 H -13.0359 -17.7781 -5.6534
98 H -13.3576 -15.6376 -4.4025
99 H -12.3157 -15.3026 -3.0243
100 H -13.6342 -16.5281 -2.8856
101 H -11.7269 -21.2223 -5.4980
102 H -13.1326 -20.7853 -4.8030
103 C -8.0216 -20.5098 -9.2987
104 C -9.2966 -19.6678 -9.4157
105 C -9.1513 -18.5021 -10.3634
106 O -8.2426 -17.5363 -9.8283
107 C -7.5897 -16.7515 -10.7854
108 N -10.4027 -20.5716 -9.8398
109 H -7.2791 -19.9370 -8.7375
110 H -7.6925 -20.8503 -10.2794
111 H -8.1652 -21.3854 -8.6659
112 H -9.5707 -19.3271 -8.4172
113 H -10.0869 -17.9527 -10.5217
114 H -8.7808 -18.8225 -11.3456
115 H -6.9150 -17.2988 -11.4532
116 H -6.9270 -16.0970 -10.2144
117 H -8.2633 -16.1107 -11.3633
118 H -11.2683 -20.0824 -9.6077
119 H -10.3721 -20.4943 -10.8593
120 C -6.8285 -25.7066 -8.6455
121 C -7.1029 -25.1001 -10.0103
122 C -8.3794 -25.6276 -10.6126
123 O -8.4127 -27.0397 -10.5312
124 C -9.6365 -27.5411 -11.0620
125 N -7.1405 -23.6287 -9.8534
126 H -5.9046 -25.3527 -8.1803
127 H -6.6707 -26.7599 -8.8923
128 H -7.6168 -25.5767 -7.9033
129 H -6.2964 -25.4285 -10.6807
130 H -8.4686 -25.2685 -11.6491
131 H -9.2655 -25.2719 -10.0712
132 H -10.4863 -27.1017 -10.5327
133 H -9.6813 -28.6053 -10.8372
134 H -9.6078 -27.3551 -12.1356
135 H -6.2636 -23.3834 -9.4056
136 H -7.1124 -23.2149 -10.7827
137 C -10.1459 -24.6640 -15.8069
138 C -11.6447 -24.6983 -15.4331
139 C -11.9271 -24.0592 -14.0745
140 O -11.5568 -24.9506 -13.0515
141 C -11.9037 -24.4542 -11.7784
142 N -12.4482 -23.9811 -16.4344
143 H -10.0069 -24.8877 -16.8622
144 H -9.6496 -25.4409 -15.2181
145 H -9.7117 -23.7069 -15.5131
146 H -11.9357 -25.7497 -15.4317
147 H -13.0124 -23.8991 -14.0438
148 H -11.5063 -23.0467 -14.0217
149 H -12.9919 -24.3883 -11.6851
150 H -11.3938 -23.5094 -11.5600
151 H -11.5456 -25.0899 -10.9683
152 H -12.0715 -23.0387 -16.4777
153 H -12.3428 -24.4070 -17.3450
154 C -16.2780 -26.0332 0.9216
155 C -15.2287 -24.9317 0.9013
156 C -13.8546 -25.3529 0.3483
157 O -12.9562 -24.2643 0.4058
158 C -11.7952 -24.4609 -0.3572
159 N -15.8075 -23.7777 0.2591
160 H -16.4207 -26.4520 -0.0760
161 H -17.1535 -25.7408 1.4959
162 H -15.9234 -26.8783 1.5278
163 H -15.0787 -24.6507 1.9517
164 H -14.0043 -25.6757 -0.6905
165 H -13.4310 -26.1123 1.0180
166 H -11.5673 -25.5218 -0.4971
167 H -10.9322 -24.1409 0.2386
168 H -11.7170 -23.9057 -1.2943
169 H -16.3195 -23.9313 -0.6033
170 H -15.1120 -23.0557 0.1183
171 C -17.9986 -26.2597 -3.0399
172 C -16.7995 -25.3772 -3.3472
173 C -16.4810 -25.2152 -4.8462
174 O -15.4383 -24.2951 -5.1282
175 C -14.1547 -24.8672 -4.9937
176 N -17.1490 -24.0424 -2.8678
177 H -18.8967 -25.8765 -3.5285
178 H -18.2100 -26.3578 -1.9760
179 H -17.8101 -27.2792 -3.3887
180 H -15.9214 -25.7349 -2.8000
181 H -17.3395 -24.7446 -5.3411
182 H -16.4137 -26.1093 -5.4820
183 H -13.8694 -25.0195 -3.9426
184 H -13.3830 -24.2167 -5.4049
185 H -14.0961 -25.8646 -5.4432
186 H -18.1184 -23.8189 -3.0449
187 H -16.5560 -23.3316 -3.2790
188 C -6.9730 -24.8652 -0.8786
189 C -6.4685 -26.1869 -0.2786
190 C -5.8826 -26.0548 1.1303
191 O -5.2331 -27.2750 1.4231
192 C -4.9193 -27.3430 2.7997
193 N -7.5289 -27.2002 -0.3229
194 H -7.1603 -25.0236 -1.9396
195 H -6.1769 -24.1298 -0.7432
196 H -7.8543 -24.5152 -0.3388
197 H -5.6793 -26.4747 -0.9869
198 H -6.7547 -25.7594 1.7238
199 H -5.1742 -25.2232 1.1417
200 H -4.4102 -28.2765 3.0391
201 H -5.8365 -27.4254 3.3978
202 H -4.3494 -26.4639 3.1075
203 H -7.8977 -27.3874 -1.2483
204 H -7.1142 -28.0547 0.0327
205 C -10.8550 -29.2289 -7.7647
206 C -12.1992 -29.7346 -7.2225
207 C -13.4154 -29.1818 -7.9689
208 O -13.5203 -27.8028 -7.6960
209 C -14.4448 -27.1440 -8.5334
210 N -12.1739 -31.1965 -7.2193
211 H -10.0900 -29.7394 -7.1749
212 H -10.7503 -28.1478 -7.7892
213 H -10.6577 -29.5906 -8.7794
214 H -12.1842 -29.3954 -6.1784
215 H -14.2756 -29.7817 -7.6541
216 H -13.2368 -29.2998 -9.0430
217 H -14.5397 -26.0915 -8.2807
218 H -15.4213 -27.6305 -8.5862
219 H -14.0128 -27.1461 -9.5445
220 H -12.9876 -31.5832 -6.7525
221 H -11.3833 -31.5444 -6.6911
222 C -13.7229 -22.5933 -9.4238
223 C -15.1401 -22.8947 -9.8662
224 C -16.0094 -23.3219 -8.6935
225 O -17.3337 -23.5405 -9.1454
226 C -18.1252 -24.2038 -8.2057
227 N -15.7333 -21.6938 -10.5028
228 H -13.1042 -22.0515 -10.1371
229 H -13.2446 -23.5247 -9.1014
230 H -13.7806 -21.9500 -8.5359
231 H -15.1579 -23.7100 -10.5985
232 H -15.9862 -22.5206 -7.9469
233 H -15.6102 -24.2210 -8.2165
234 H -17.8137 -25.2408 -8.0094
235 H -19.1356 -24.3238 -8.5938
236 H -18.1639 -23.7328 -7.2189
237 H -14.9630 -21.3013 -11.0421
238 H -15.8173 -20.9872 -9.7682
239 C -3.3613 -17.4514 -3.1606
240 C -3.9191 -18.4556 -4.1772
241 C -5.3617 -18.9289 -3.9085
242 O -5.6417 -20.0255 -4.7281
243 C -7.0250 -20.2983 -4.7830
244 N -3.7922 -17.8272 -5.5266
245 H -3.5574 -17.7973 -2.1427
246 H -3.9524 -16.5304 -3.2080
247 H -2.3218 -17.2071 -3.3502
248 H -3.2961 -19.3514 -4.2189
249 H -6.0246 -18.0695 -4.0803
250 H -5.4768 -19.1353 -2.8357
251 H -7.6347 -19.4491 -5.1015
252 H -7.2771 -20.6100 -3.7582
253 H -7.2692 -21.1705 -5.3905
254 H -4.4813 -18.3679 -6.0550
255 H -4.2132 -16.9013 -5.4701

HOMO-LUMO gap   0.338 hartree
Net charge   0

Consider the structures shown above. The least stable of them is ii.